No. 1
The molecule C4H4OS at a distorted geometry. Source: the Open Molecules 2025 dataset; level of theory: ωB97M-V with the def2-TZVPD basis set.

Output
- orbital gap (Ha) = 0.3125
- SMILES string = O=C=C/C=C\S
- LUMO level (eV) = 0.58
- HOMO energy (eV) = -7.92
- relative energy (zero: lowest compared OMol25 entry of this formula, charge and spin) (eV) = 1.6385
- spin multiplicity = 1

Atoms and positions in Å:
S: 1.808 0.959 -0.582
O: -3.500 0.100 -0.209
C: -1.041 0.277 -0.338
C: 1.234 -0.325 0.375
C: -0.089 -0.587 0.440
C: -2.359 0.147 -0.431
H: -0.546 0.995 -0.957
H: 3.193 0.725 -0.305
H: -0.582 -1.348 1.020
H: 1.882 -0.943 0.987



No. 2
A cluster of 2 separate species, C3H10O2S in total at a distorted geometry. Source: the Open Molecules 2025 dataset; level of theory: ωB97M-V with the def2-TZVPD basis set.

Output
- orbital gap (Ha) = 0.3311
- SMILES string = CSCCO.O
- LUMO level (eV) = 0.47
- HOMO energy (eV) = -8.54
- relative energy (zero: lowest compared OMol25 entry of this formula, charge and spin) (eV) = 0.4472
- spin multiplicity = 1

Atoms and positions in Å:
S: -2.333 -0.195 0.758
O: 5.193 -1.434 -1.382
O: 0.176 1.380 2.060
C: -0.634 0.121 0.117
C: 0.440 0.246 1.205
C: -3.260 0.099 -0.738
H: 4.262 -1.289 -1.098
H: -0.670 1.092 -0.412
H: -2.842 0.879 -1.396
H: 1.355 0.450 0.616
H: 5.659 -1.724 -0.566
H: -0.433 -0.666 -0.635
H: 0.576 -0.728 1.713
H: -3.392 -0.824 -1.326
H: -4.248 0.433 -0.380
H: 0.148 2.158 1.464



No. 3
The molecule C3H4N2O2 at a distorted geometry. Source: the Open Molecules 2025 dataset; level of theory: ωB97M-V with the def2-TZVPD basis set.

Output
- orbital gap (Ha) = 0.4233
- SMILES string = [H]/N=C(/OC)OC#N
- LUMO level (eV) = 0.65
- HOMO energy (eV) = -10.87
- relative energy (zero: lowest compared OMol25 entry of this formula, charge and spin) (eV) = 3.0089
- spin multiplicity = 1

Atoms and positions in Å:
O: -0.234 0.414 0.272
O: 0.905 -1.348 0.921
N: 0.814 -0.309 3.141
N: 0.248 -1.180 -1.320
C: 0.802 -0.695 2.063
C: -0.782 1.313 -0.691
C: 0.317 -0.728 -0.163
H: 0.688 -2.076 -1.472
H: -0.764 0.853 -1.678
H: -1.807 1.531 -0.393
H: -0.188 2.226 -0.681



No. 4
The ion C7H6BrFN with charge +1 at a distorted geometry. Source: the Open Molecules 2025 dataset; level of theory: ωB97M-V with the def2-TZVPD basis set.

Output
- orbital gap (alpha / beta) (Ha) = 0.2562 / 0.2659
- LUMO level (alpha / beta) (eV) = -5.66 / -6.42
- HOMO energy (alpha / beta) (eV) = -12.63 / -13.66
- net charge = +1
- relative energy (zero: lowest compared OMol25 entry of this formula, charge and spin) (eV) = 1.8925
- spin multiplicity = 1

Atoms and positions in Å:
Br: 4.388 -0.013 0.209
F: -0.976 -3.555 0.281
N: 0.344 0.010 0.300
C: 0.053 -1.484 0.166
C: 1.067 -2.119 -0.539
C: 2.616 -0.467 -0.228
C: -1.038 -2.339 0.471
C: -0.768 0.945 0.022
C: 1.628 0.419 0.197
C: 2.277 -1.705 -0.982
H: -2.045 -1.887 0.600
H: 2.945 -2.399 -1.475
H: 1.817 1.406 0.380
H: -0.892 1.798 0.794
H: -1.655 0.309 0.018
H: -0.590 1.535 -0.915



No. 5
A cluster of 2 separate species, C6H16S2 in total. Source: the Open Molecules 2025 dataset; level of theory: ωB97M-V with the def2-TZVPD basis set.

Output
- orbital gap (Ha) = 0.3597
- SMILES string = CC(C)C.CSSC
- LUMO level (eV) = 0.79
- HOMO energy (eV) = -9.00
- relative energy (zero: lowest compared OMol25 entry of this formula, charge and spin) (eV) = 0.0000
- spin multiplicity = 1

Atoms and positions in Å:
S: 0.166 3.145 0.920
S: 0.015 3.004 2.980
C: 0.738 -1.574 -1.106
C: 0.318 1.223 3.205
C: -0.007 -2.872 -1.441
C: -0.047 -0.730 -0.109
C: -1.530 2.790 0.401
C: 1.043 -0.820 -2.399
H: 1.685 -1.843 -0.629
H: -0.247 -3.496 -0.584
H: -0.512 0.668 2.774
H: 0.138 -0.448 -2.881
H: -1.836 1.773 0.626
H: -0.946 -2.625 -1.944
H: 1.240 0.940 2.700
H: -2.235 3.502 0.819
H: 1.562 -1.477 -3.100
H: 0.592 -3.451 -2.145
H: 0.418 0.990 4.262
H: -1.045 -0.475 -0.470
H: -1.500 2.915 -0.684
H: 1.688 0.037 -2.194
H: -0.176 -1.345 0.790
H: 0.479 0.170 0.208



No. 6
A structure of composition C22H23AsDyN2O6S3 at a distorted geometry. Source: the Open Molecules 2025 dataset; level of theory: ωB97M-V with the def2-TZVPD basis set.

Output
- orbital gap (alpha / beta) (Ha) = 0.2561 / 0.2559
- expectation value of S² = 9.330
- LUMO level (alpha / beta) (eV) = 2.60 / 2.61
- HOMO energy (alpha / beta) (eV) = -4.36 / -4.35
- net charge = -1
- relative energy (zero: lowest compared OMol25 entry of this formula, charge and spin) (eV) = 0.2013
- spin multiplicity = 6

Atoms and positions in Å:
Dy: 0.334 -0.648 0.314
As: -1.670 -2.092 -1.700
S: -0.441 -0.421 2.943
S: 2.918 -0.013 0.903
S: 1.667 -3.102 -0.365
O: 1.624 -1.897 -1.192
O: -0.717 -0.651 -1.615
O: 0.914 -2.762 0.895
O: -1.865 -3.434 0.719
O: 2.926 -3.736 -0.145
O: -1.755 -2.127 0.165
N: -1.774 1.154 0.651
N: 0.914 2.159 0.143
C: -0.279 2.901 -0.315
C: 2.969 1.013 -0.530
C: 2.006 2.006 -0.801
C: 4.016 0.859 -1.447
C: -1.234 1.137 3.050
C: 0.627 -4.221 -1.245
C: -0.890 -6.024 -2.690
C: -2.419 3.034 2.097
C: -1.312 -4.702 -2.542
C: -1.908 3.039 4.428
C: 0.287 -6.438 -2.103
C: 3.209 2.658 -2.804
C: -1.312 1.798 4.287
C: -1.797 1.797 1.951
C: 2.155 2.828 -1.920
C: -3.063 0.475 0.453
C: 1.422 2.796 1.382
C: 1.055 -5.530 -1.376
C: 4.142 1.659 -2.569
C: -2.472 3.672 3.326
C: -0.575 -3.773 -1.822
C: -1.522 2.053 -0.478
H: -2.859 3.513 1.231
H: -0.469 3.696 0.406
H: -1.488 -6.723 -3.262
H: 0.621 -7.462 -2.212
H: -2.251 -4.400 -2.995
H: -1.437 1.412 -1.356
H: 1.451 3.622 -2.115
H: 4.964 1.498 -3.257
H: -3.072 -0.020 -0.515
H: -3.199 -0.269 1.234
H: 1.992 -5.824 -0.925
H: -0.959 -3.534 1.063
H: 4.730 0.069 -1.251
H: -1.931 3.514 5.402
H: 1.700 3.836 1.165
H: 2.279 2.242 1.752
H: 3.293 3.304 -3.670
H: -0.869 1.309 5.146
H: 0.643 2.780 2.143
H: -2.943 4.643 3.420
H: -3.883 1.206 0.477
H: -0.117 3.394 -1.270
H: -2.374 2.728 -0.658



No. 7
A structure of composition C19H18N2O2PPdS. Source: the Open Molecules 2025 dataset; level of theory: ωB97M-V with the def2-TZVPD basis set.

Output
- orbital gap (Ha) = 0.2636
- LUMO level (eV) = 2.91
- HOMO energy (eV) = -4.26
- net charge = -1
- relative energy (zero: lowest compared OMol25 entry of this formula, charge and spin) (eV) = 0.0476
- spin multiplicity = 1

Atoms and positions in Å:
Pd: -0.512 -0.304 0.314
S: 1.109 1.207 -0.067
P: -0.834 1.704 1.074
O: -4.331 -0.762 0.080
O: -2.246 -1.419 0.552
N: 2.044 -0.979 2.690
N: 2.963 -2.075 2.762
C: -3.515 1.774 4.258
C: 0.122 4.168 2.077
C: -3.280 -0.677 0.705
C: -1.748 2.835 -0.046
C: -3.121 4.554 -1.766
C: -2.852 3.559 0.406
C: 0.880 4.952 2.941
C: -2.426 1.964 3.419
C: -3.528 4.419 -0.447
C: -3.255 0.300 1.894
C: -4.499 0.869 3.904
C: -1.349 2.975 -1.372
C: 0.097 2.787 2.221
C: -2.269 1.245 2.230
C: 0.840 2.197 3.244
C: -4.366 0.155 2.724
C: 1.591 2.979 4.104
C: 1.614 4.362 3.958
C: -2.034 3.827 -2.227
H: -3.592 2.347 5.175
H: 2.170 2.503 4.886
H: -5.131 -0.544 2.414
H: 2.206 4.972 4.630
H: 2.835 -2.522 3.660
H: -3.194 3.449 1.426
H: -1.716 3.915 -3.258
H: 1.138 -1.276 2.333
H: 2.391 -0.315 2.005
H: 0.894 6.027 2.813
H: 2.773 -2.767 2.045
H: -0.441 4.643 1.284
H: -5.364 0.717 4.539
H: -0.494 2.408 -1.716
H: -1.694 2.706 3.701
H: -3.656 5.218 -2.435
H: -4.383 4.973 -0.080
H: 0.850 1.120 3.358



No. 8
A structure of composition C29H29N4O5PRuS3 at a distorted geometry. Source: the Open Molecules 2025 dataset; level of theory: ωB97M-V with the def2-TZVPD basis set.

Output
- orbital gap (alpha / beta) (Ha) = 0.2626 / 0.1972
- expectation value of S² = 1.002
- LUMO level (alpha / beta) (eV) = -3.46 / -5.20
- HOMO energy (alpha / beta) (eV) = -10.61 / -10.57
- net charge = +1
- relative energy (zero: lowest compared OMol25 entry of this formula, charge and spin) (eV) = 2.7101
- spin multiplicity = 2

Atoms and positions in Å:
Ru: 0.148 -0.788 1.230
S: -1.183 -0.997 -1.165
S: 6.234 -4.170 -1.024
S: -1.791 2.208 0.212
P: -1.933 0.890 -1.314
O: -3.798 -0.946 2.031
O: 1.714 -1.964 3.198
O: 0.821 1.020 0.257
O: 2.155 -4.147 3.467
O: -1.718 -0.201 1.738
N: 7.045 -1.971 0.128
N: 1.991 -1.431 0.601
N: 1.218 2.591 1.841
N: -0.646 -2.454 2.118
C: 0.493 1.847 2.854
C: 3.063 -0.771 1.091
C: -1.246 1.655 -2.828
C: -1.983 -2.493 2.106
C: 4.357 -1.114 0.820
C: -0.627 -4.687 2.979
C: -6.439 1.399 -1.852
C: 1.375 -3.138 3.102
C: -5.599 1.622 -2.932
C: 1.683 3.917 2.189
C: -1.000 0.873 -3.950
C: 2.236 -2.503 -0.180
C: 0.024 -3.496 2.660
C: 4.638 -2.242 0.011
C: -3.734 0.894 -1.622
C: -1.996 -4.773 2.815
C: 1.868 3.002 -0.483
C: -0.804 3.643 -4.089
C: -1.150 3.039 -2.894
C: 1.260 2.138 0.588
C: -0.655 1.489 -5.141
C: -0.560 2.871 -5.212
C: 3.498 -2.939 -0.475
C: -4.575 0.632 -0.549
C: 5.960 -2.682 -0.263
C: -2.701 -3.630 2.435
C: -5.931 0.876 -0.672
C: -4.241 1.372 -2.822
C: -2.603 -1.110 1.920
H: -2.516 -5.692 3.032
H: 2.956 2.976 -0.422
H: 2.858 0.062 1.754
H: 1.794 3.986 3.269
H: 3.633 -3.817 -1.085
H: -6.575 0.676 0.170
H: 1.568 2.606 -1.451
H: -0.310 3.346 -6.148
H: 0.711 0.758 2.780
H: -5.989 2.013 -3.860
H: 0.967 4.677 1.864
H: 1.539 4.034 -0.406
H: -0.480 0.887 -6.019
H: -4.180 0.271 0.389
H: -1.369 3.637 -2.019
H: 2.651 4.122 1.732
H: -0.052 -5.504 3.383
H: -1.095 -0.203 -3.893
H: 1.356 -3.002 -0.575
H: -0.752 4.720 -4.137
H: -0.587 1.985 2.724
H: 7.957 -2.318 -0.118
H: 0.787 2.182 3.845
H: 5.152 -0.532 1.258
H: -3.586 1.570 -3.657
H: -3.779 -3.609 2.403
H: 6.969 -0.996 0.357
H: 2.990 -3.815 3.834
H: -7.488 1.646 -1.926



No. 9
A cluster of 2 separate species, C6H14O in total at a distorted geometry. Source: the Open Molecules 2025 dataset; level of theory: ωB97M-V with the def2-TZVPD basis set.

Output
- orbital gap (Ha) = 0.3876
- SMILES string = C=C(C)CCC.O
- LUMO level (eV) = 0.81
- HOMO energy (eV) = -9.73
- relative energy (zero: lowest compared OMol25 entry of this formula, charge and spin) (eV) = 3.2154
- spin multiplicity = 1

Atoms and positions in Å:
O: -3.067 1.801 -0.798
C: -0.020 -1.099 -0.092
C: 1.136 -1.625 -0.913
C: 1.562 1.387 -0.267
C: 0.417 -0.357 1.334
C: -1.331 -1.341 -0.059
C: 1.524 0.709 0.986
H: 1.549 1.294 1.945
H: -1.901 -1.103 0.880
H: 0.757 -1.185 2.057
H: 0.871 2.175 -0.242
H: 2.515 0.204 1.036
H: 2.569 1.790 -0.383
H: 1.382 0.756 -1.062
H: -0.312 0.382 1.747
H: -3.143 0.928 -1.249
H: -2.607 1.500 0.072
H: -1.762 -2.023 -0.864
H: 1.646 -2.679 -0.832
H: 1.110 -1.414 -1.955
H: 2.125 -1.081 -0.705



No. 10
A cluster of 2 separate species, C5H13NO in total at a distorted geometry. Source: the Open Molecules 2025 dataset; level of theory: ωB97M-V with the def2-TZVPD basis set.

Output
- orbital gap (Ha) = 0.3882
- SMILES string = CCC(N)=O.CC
- LUMO level (eV) = 0.83
- HOMO energy (eV) = -9.73
- relative energy (zero: lowest compared OMol25 entry of this formula, charge and spin) (eV) = 0.2091
- spin multiplicity = 1

Atoms and positions in Å:
O: 0.424 0.772 -2.017
N: -0.867 2.562 -1.624
C: 0.461 1.671 0.245
C: 1.114 -3.582 1.091
C: 0.042 1.609 -1.225
C: -0.738 1.451 1.153
C: -0.310 -3.751 1.624
H: -1.111 3.328 -1.026
H: -0.868 -2.828 1.457
H: 1.153 0.830 0.297
H: 0.990 2.617 0.354
H: -0.971 2.656 -2.621
H: 1.568 -2.726 1.585
H: 1.076 -3.249 0.071
H: -0.418 1.364 2.194
H: -1.433 2.291 1.167
H: -0.328 -3.996 2.682
H: 1.704 -4.486 1.199
H: -1.229 0.520 0.883
H: -0.825 -4.512 1.106



No. 11
A cluster of 5 separate species, C2H13NO3S2 in total at a distorted geometry. Source: the Open Molecules 2025 dataset; level of theory: ωB97M-V with the def2-TZVPD basis set.

Output
- orbital gap (Ha) = 0.1246
- LUMO level (eV) = -5.38
- HOMO energy (eV) = -8.77
- relative energy (zero: lowest compared OMol25 entry of this formula, charge and spin) (eV) = 5.3970
- spin multiplicity = 1

Atoms and positions in Å:
S: -0.338 -2.827 -0.191
S: 0.093 1.724 -0.946
O: -3.266 0.145 -0.309
O: -1.590 -0.607 -2.219
O: 2.804 2.863 0.042
N: 1.068 -0.933 1.964
C: 1.262 -0.046 0.827
C: -0.063 0.700 0.509
H: 0.600 -1.757 1.666
H: -4.152 -0.272 -0.322
H: -1.192 -1.365 -1.735
H: 2.081 0.745 1.025
H: 1.963 2.687 -0.395
H: 1.967 -1.252 2.317
H: -0.872 -0.034 0.394
H: -0.949 -4.021 -0.274
H: -0.300 1.295 1.403
H: 3.208 3.576 -0.491
H: -2.869 -0.162 -1.110
H: -0.974 0.139 -2.056
H: 1.519 -0.600 -0.100



No. 12
A structure of composition C19H30N4P2PdS. Source: the Open Molecules 2025 dataset; level of theory: ωB97M-V with the def2-TZVPD basis set.

Output
- orbital gap (alpha / beta) (Ha) = 0.2241 / 0.2241
- LUMO level (alpha / beta) (eV) = 0.54 / 0.54
- HOMO energy (alpha / beta) (eV) = -5.56 / -5.56
- relative energy (zero: lowest compared OMol25 entry of this formula, charge and spin) (eV) = 0.8514
- spin multiplicity = 1

Atoms and positions in Å:
Pd: 0.076 -0.793 -0.652
S: -0.691 -2.846 -2.152
P: 1.817 -0.561 -2.115
P: 0.314 1.335 -0.160
N: -3.298 -1.494 -1.621
N: -3.042 -2.661 -0.882
N: -1.564 -4.175 -0.042
N: -1.479 -0.809 0.555
C: -1.838 -3.239 -0.975
C: 1.743 2.008 -1.091
C: 3.302 -1.558 -1.757
C: -1.074 2.341 -0.762
C: -3.731 0.463 1.633
C: 0.779 -1.773 2.270
C: -1.520 0.018 4.681
C: -1.434 -0.554 1.886
C: 3.903 2.965 -2.570
C: 2.160 3.332 -0.956
C: 1.605 -0.792 -3.908
C: 3.233 3.807 -1.690
C: 3.494 1.650 -2.713
C: -0.384 -0.966 2.773
C: -2.559 0.088 2.492
C: -0.447 -0.666 4.127
C: -2.577 0.367 3.849
C: 2.415 1.163 -1.978
C: 0.552 1.938 1.534
H: -4.516 0.931 2.229
H: -0.608 -4.485 -0.008
H: 4.022 0.999 -3.401
H: -2.066 -4.162 0.832
H: -3.446 1.155 0.834
H: -1.547 0.247 5.738
H: -2.960 -0.721 -1.028
H: 0.740 3.012 1.535
H: -4.295 -1.426 -1.776
H: 0.437 -2.532 1.554
H: -0.346 1.724 2.114
H: 1.528 -1.175 1.742
H: 0.365 -0.991 4.771
H: -1.199 2.185 -1.833
H: -4.157 -0.412 1.132
H: 4.123 -1.347 -2.445
H: -3.442 0.873 4.266
H: 1.387 1.419 2.002
H: -0.904 3.401 -0.563
H: -1.977 2.008 -0.250
H: 3.033 -2.612 -1.834
H: 1.359 -1.838 -4.096
H: 3.627 -1.358 -0.736
H: 1.646 4.000 -0.277
H: 0.773 -0.181 -4.256
H: 4.745 3.335 -3.141
H: -3.426 -2.671 0.058
H: 3.550 4.836 -1.578
H: 2.509 -0.532 -4.461
H: 1.286 -2.271 3.099



no.,electronic energy (a.u.)
1,-628.17479
2,-668.93383
3,-376.65322
4,-2998.51816
5,-1034.57613
6,-5728.65795
7,-1862.32295
8,-3348.38598
9,-312.13687
10,-328.31116
11,-1160.64532
12,-2169.78955